Record 1
ORCA calculation (the ωB97M-V functional and the def2-TZVPD basis) on C23H28AuN5OSSi as an isolated structure in a non-equilibrium geometry.

Its LUMO energy (alpha / beta) is -6.6 / -7.4 eV. Its net charge is +2. As for the multiplicity: 3. The energy above the lowest of the compared OMol25 structures with the same formula, charge and spin comes out at 0.0 kcal per mole. The HOMO energy (alpha / beta) comes out at -13.257 / -14.139 eV. As for the expectation value of S²: 2.04. The HOMO-LUMO gap (alpha / beta) comes out at 6.68 / 6.72 eV.

Each line ends with the Mulliken charge.
Element x y z (Å)
Au 0.955 -0.933 0.008  0.764
S 0.445 -3.286 0.268  -0.447
Si 1.703 -0.169 3.047  0.303
O -1.852 -0.012 0.192  -0.019
N 1.923 1.015 -1.167  0.154
N 1.250 -1.393 -2.039  -0.130
N 0.261 -0.550 1.950  -0.019
N -0.087 -4.659 -1.901  -0.417
N 0.796 -2.646 -2.357  -0.287
C 2.489 2.131 -0.694  -0.354
C 1.220 -0.747 -4.384  -1.578
C 1.966 0.799 -2.478  0.864
C -4.683 0.552 -2.116  -0.573
C -3.368 0.144 2.003  -1.152
C -2.291 1.652 -1.385  -0.284
C -4.239 1.676 -2.781  -0.557
C -3.032 2.250 -2.391  -0.827
C -3.550 0.142 3.390  -0.657
C 1.447 1.519 3.809  -1.130
C -0.979 -0.473 2.401  0.576
C 1.974 -1.637 4.154  -1.016
C 2.549 1.734 -3.315  -0.736
C 3.200 3.048 -1.447  -0.877
C -2.568 -0.269 4.285  -1.173
C 3.247 2.818 -2.800  -0.536
C 1.478 -0.515 -2.963  0.809
C -3.976 0.022 -1.042  -0.084
C -1.325 -0.520 3.796  0.012
C -2.126 -0.163 1.482  1.272
C 0.399 -3.525 -1.392  0.754
C 3.298 -0.006 1.978  -1.183
C -2.776 0.538 -0.741  0.099
H 3.684 3.875 -0.930  0.453
H 2.570 1.524 -4.364  0.290
H 0.760 2.175 3.197  0.308
H 0.989 1.422 4.781  0.407
H 0.784 -3.026 -3.265  0.227
H -4.165 0.440 1.337  0.524
H 1.899 -0.167 -5.016  0.359
H -2.640 3.052 -2.940  0.468
H 0.171 -0.413 -4.527  0.362
H 2.381 2.313 0.378  0.504
H -4.398 -0.830 -0.513  0.539
H -4.540 0.405 3.716  0.404
H 2.930 -1.461 4.679  0.348
H -2.786 -0.353 5.341  0.460
H -0.585 -0.786 4.551  0.096
H 3.384 -0.801 1.254  0.369
H 1.300 -1.823 -4.751  0.410
H -0.245 -4.873 -2.917  0.215
H -5.618 0.075 -2.399  0.395
H 1.170 -1.865 4.884  0.371
H 2.081 -2.450 3.461  0.326
H -4.835 2.134 -3.563  0.430
H -1.301 1.982 -1.091  0.439
H 4.120 -0.133 2.677  0.448
H 3.374 0.987 1.514  0.172
H 3.825 3.456 -3.474  0.434
H 2.381 1.999 3.884  0.447
H -0.435 -5.393 -1.275  0.224

Cartesian forces (eV/Å) of the 3 atoms listed first:
Au -0.55 0.80 0.17
S 0.02 0.02 0.19
Si 0.44 0.23 -0.51


Record 2
ORCA calculation (the ωB97M-V functional and the def2-TZVPD basis) on C23H28Cl3N6OSTi as an isolated structure.

Its LUMO energy is -2.5 eV. Its net charge is +1. The energy above the lowest of the compared OMol25 structures with the same formula, charge and spin comes out at 18.1 kcal per mole. The HOMO energy comes out at -10.121 eV. The HOMO-LUMO gap comes out at 7.60 eV.

Each line ends with the Mulliken charge.
Element x y z (Å)
Ti 0.552 1.209 0.490  -0.425
Cl 2.728 5.175 -0.993  -0.113
Cl 0.907 5.369 1.280  -0.076
Cl 3.534 4.192 1.599  -0.094
S -0.146 -3.393 0.434  -0.163
O 2.189 0.262 -0.381  -0.620
N 1.414 -5.049 1.944  0.002
N -0.693 -0.338 -0.944  0.832
N -0.685 -5.484 2.093  0.262
N 0.809 1.041 2.293  0.239
N 0.629 2.834 -0.651  0.988
N 2.070 -0.323 -2.518  -0.081
C -2.119 -5.411 1.892  -0.786
C -2.902 4.349 -2.160  -0.668
C 1.033 1.802 3.498  -0.950
C 1.298 -6.125 2.805  -0.567
C -2.853 3.557 -1.018  -0.987
C -2.552 -1.593 -2.627  -0.640
C 0.367 -0.328 2.488  -0.799
C 3.738 1.331 -1.862  -0.875
C 1.170 -1.419 -2.182  -0.986
C -1.630 3.103 -0.540  1.481
C -1.190 -1.690 -2.857  -0.760
C -0.016 -6.396 2.897  -0.127
C -0.292 -1.081 -1.996  0.471
C 2.610 0.404 -1.551  0.929
C 0.199 -4.652 1.497  -0.526
C 2.159 4.393 0.498  1.100
C 1.551 3.054 0.190  -0.692
C -0.503 4.287 -2.373  -1.058
C -2.013 -0.294 -0.715  -0.242
C -2.968 -0.901 -1.509  -1.170
C -0.483 3.483 -1.252  -0.144
C -1.743 4.719 -2.828  -0.601
C -1.339 2.299 0.689  -1.377
H -2.348 -5.513 0.833  0.306
H -2.236 1.901 1.168  0.676
H -0.540 -7.148 3.458  0.391
H -0.901 2.986 1.433  0.488
H -0.556 -0.389 3.073  0.375
H -2.588 -6.215 2.452  0.297
H 1.855 1.376 4.082  0.297
H -4.013 -0.816 -1.246  0.504
H 0.135 1.806 4.126  0.332
H -2.496 -4.450 2.238  0.292
H 0.156 -0.835 1.524  -0.097
H 3.882 1.477 -2.930  0.360
H -3.767 3.300 -0.496  0.473
H 4.644 0.900 -1.433  0.313
H -3.261 -2.065 -3.293  0.433
H 2.407 -0.223 -3.461  0.270
H -1.798 5.342 -3.710  0.421
H 1.253 -2.159 -2.973  0.578
H 0.408 4.557 -2.889  0.460
H 1.288 2.829 3.245  0.243
H 2.262 -4.600 1.644  0.197
H -3.860 4.691 -2.529  0.418
H -0.816 -2.266 -3.692  0.473
H 1.141 -0.946 2.953  0.412
H -2.319 0.263 0.154  0.560
H 2.147 -6.592 3.268  0.421
H 3.567 2.286 -1.371  0.094
H 1.522 -1.881 -1.258  0.237

Cartesian forces (eV/Å) of the 3 atoms listed first:
Ti 0.00 0.05 0.06
Cl -0.04 -0.01 -0.01
Cl -0.08 0.06 0.02


Record 3
ORCA calculation (the ωB97M-V functional and the def2-TZVPD basis) on a 3-piece molecular cluster, C23H28N2O4S overall in a non-equilibrium geometry.

Its LUMO energy is 0.4 eV. The energy above the lowest of the compared OMol25 structures with the same formula, charge and spin comes out at 503.7 kcal per mole. The HOMO energy comes out at -8.475 eV. The HOMO-LUMO gap comes out at 8.87 eV.

Each line ends with the Mulliken charge.
Element x y z (Å)
S 1.683 -3.064 3.968  -0.190
O -2.175 0.823 -4.078  -0.409
O -2.270 3.039 -2.627  -0.385
O 1.724 0.472 2.592  -0.329
O -1.873 4.513 0.582  -0.692
N 0.022 -0.809 1.830  0.579
N -2.964 2.346 -0.034  -0.038
C 0.153 2.772 -1.796  -0.987
C 0.173 0.522 -3.086  0.403
C 3.632 -3.548 1.964  -0.240
C 2.387 -1.889 4.844  -0.761
C 1.069 1.811 -1.615  -0.082
C -0.944 2.330 -2.524  0.878
C -2.045 -0.712 -0.026  -2.033
C 1.207 0.717 -2.375  -1.478
C -2.232 -0.448 -4.729  -0.897
C 4.482 -3.162 0.927  -0.802
C 2.621 -2.614 2.551  0.955
C 2.321 -1.622 1.783  0.052
C -1.453 0.699 0.891  1.167
C 4.213 -2.083 0.080  -1.065
C -0.909 -1.601 -0.323  0.365
C -2.696 1.652 1.166  -1.310
C -2.392 3.646 -0.392  0.456
C 3.049 -1.230 0.597  -0.869
C -2.328 3.968 -1.915  -0.572
C 1.246 -0.447 2.303  -0.192
C -1.027 1.151 -3.258  0.028
C -0.127 -1.890 0.987  -2.621
C -1.056 0.107 2.316  -1.388
H -0.439 0.856 2.805  0.529
H -2.844 -0.953 0.428  0.862
H -1.352 -0.313 -5.418  0.429
H 4.656 -2.123 -0.688  0.763
H -3.603 1.110 1.421  0.365
H 3.513 -1.861 5.189  0.270
H 1.966 0.155 -2.482  0.921
H 2.016 -1.011 4.589  0.296
H -1.715 5.060 -1.831  0.252
H -0.016 -0.993 -0.889  -0.222
H 0.013 3.777 -1.387  0.470
H 1.893 2.261 -1.153  0.478
H -0.668 1.189 0.293  -0.169
H 0.336 -2.611 1.004  1.983
H 1.807 -1.954 5.931  0.318
H -1.324 -2.405 1.707  0.210
H 4.971 -3.952 0.569  0.410
H -1.906 -0.278 2.690  0.517
H -1.971 -1.402 -4.045  0.205
H 0.084 -0.763 -3.871  0.028
H -3.218 -0.374 -5.233  0.281
H -3.258 4.447 -2.049  0.492
H -3.322 1.993 -0.805  0.253
H -2.318 -0.263 -0.959  0.557
H -1.358 -2.547 -0.808  0.349
H -2.268 2.490 1.710  0.518
H 3.885 -4.620 2.547  0.192
H 2.946 -0.366 0.136  0.904

Cartesian forces (eV/Å) of the 3 atoms listed first:
S -1.12 -3.74 -2.70
O 1.86 0.92 3.14
O 5.05 -10.97 -8.42


Record 4
ORCA calculation (the ωB97M-V functional and the def2-TZVPD basis) on C23H28N2O4S2 as an isolated structure in a non-equilibrium geometry.

Its LUMO energy is 0.1 eV. The energy above the lowest of the compared OMol25 structures with the same formula, charge and spin comes out at 55.4 kcal per mole. The HOMO energy comes out at -7.099 eV. The HOMO-LUMO gap comes out at 7.24 eV.

Each line ends with the Mulliken charge.
Element x y z (Å)
S 1.443 -2.451 1.165  1.555
S 2.586 0.064 0.745  1.556
O 2.677 0.761 2.022  -0.684
O 2.738 0.778 -0.518  -0.773
O 0.917 -3.414 0.219  -0.726
O 1.213 -2.570 2.600  -0.744
N -1.130 1.891 -1.818  0.671
N -0.781 0.897 0.947  -0.081
C -0.411 2.433 2.888  -0.773
C -2.959 1.457 -3.312  -0.723
C -3.559 -2.827 0.531  -0.554
C -0.869 2.435 0.564  0.264
C 5.932 -2.358 0.573  -0.584
C 5.184 -1.176 0.615  -0.755
C -0.232 -0.185 0.145  1.714
C -0.437 2.698 -0.847  -1.625
C -2.017 -1.750 -1.012  -0.475
C -2.795 -2.426 1.633  -1.239
C -0.125 3.222 1.598  -0.871
C -0.536 0.953 2.483  -0.487
C -0.573 1.995 -3.150  -0.748
C 3.217 -2.522 0.953  0.311
C 1.084 -0.793 0.709  -1.825
C 3.945 -3.709 0.893  -0.760
C -1.655 1.474 -4.110  -0.652
C 5.320 -3.611 0.688  -0.547
C 3.799 -1.281 0.780  0.137
C -1.612 -1.740 1.390  0.011
C -1.271 -1.348 0.112  -0.446
C -3.158 -2.532 -0.786  -0.870
C -2.605 1.923 -1.886  -0.545
H 5.619 -0.175 0.539  0.444
H -0.033 0.121 -0.860  0.432
H -1.715 2.114 -4.992  0.337
H -3.726 -2.940 -1.631  0.412
H -1.802 0.781 0.910  0.764
H 0.352 0.382 2.762  0.435
H 5.897 -4.529 0.635  0.390
H -0.581 3.796 -1.057  0.443
H -1.429 0.505 2.926  0.389
H -4.445 -3.443 0.716  0.381
H -3.023 2.932 -1.697  0.356
H 0.391 2.580 3.627  0.373
H -3.053 1.268 -1.122  0.217
H 7.007 -2.284 0.454  0.379
H -1.349 2.819 3.348  0.345
H 0.365 1.422 -3.175  0.314
H -0.517 4.265 1.649  0.416
H 0.961 3.289 1.387  0.392
H -3.372 0.451 -3.270  0.254
H -1.666 -1.557 -2.027  0.559
H -1.370 0.470 -4.430  0.280
H -1.945 2.659 0.667  0.405
H -0.299 3.037 -3.396  0.390
H 0.655 2.473 -0.898  0.373
H -3.709 2.109 -3.760  0.364
H -3.044 -2.659 2.669  0.436
H 3.423 -4.661 1.000  0.456
H -0.923 -1.512 2.210  0.532

Cartesian forces (eV/Å) of the 3 atoms listed first:
S -0.54 1.31 -0.03
S -1.50 -0.69 -0.21
O 0.70 0.69 -0.56